Density functional theory data (the ωB97M-V functional and the def2-TZVPD basis) for a cluster of 12 separate species, C30H90N18O12 in total.

Results
Charge: 0
LUMO level (eV): 0.2
Energy relative to the best compared isomer or geometry (same formula, charge and spin) (kJ/mol): 798.3
SMILES string: COC[C@H](C)N.COC[C@H](C)N.COC[C@H](C)N.COC[C@H](C)N.COC[C@H](C)N.COC[C@H](C)N.NC(N)=O.NC(N)=O.NC(N)=O.NC(N)=O.NC(N)=O.NC(N)=O

Each line ends with the Mulliken charge.
Positions of all 150 atoms, in Å:
C: 1.60961 -9.14990 -1.78414  -0.5901
O: 0.43346 -9.37968 -1.12173  -0.3713
C: -0.41339 -8.25117 -1.02259  -1.0806
C: -0.00697 -6.88965 -0.40034  0.9319
C: 0.64498 -7.03816 0.95046  -0.9328
N: -1.15295 -5.98654 -0.24912  -0.7373
H: 1.46618 -8.49219 -2.64143  0.3415
H: 2.06456 -10.06890 -2.15368  0.3422
H: 2.34277 -8.65329 -1.14856  0.0645
H: -0.90350 -8.13414 -1.98913  0.5028
H: -1.27744 -8.56174 -0.43517  0.3733
H: 0.69484 -6.34615 -1.03293  0.1716
H: 1.49947 -7.70726 1.05173  0.3034
H: -0.06570 -7.18859 1.76312  0.3789
H: 1.13510 -6.08036 1.12512  -0.0594
H: -1.72822 -5.91263 -1.07599  0.2670
H: -0.90250 -5.03086 -0.03924  0.2276
C: -6.58371 -3.17237 5.09828  -0.8692
O: -5.38691 -2.54379 5.37382  -0.3420
C: -5.08755 -1.48537 4.40516  -0.7154
C: -3.50699 -1.31850 4.37047  0.3484
C: -3.00361 -0.80955 5.71591  -1.4650
N: -3.13578 -0.64337 3.15488  -0.2650
H: -6.65089 -3.95612 5.85281  0.3014
H: -6.56313 -3.79654 4.20492  0.3468
H: -7.49903 -2.59024 4.99136  0.3284
H: -5.57606 -1.76658 3.47222  0.4107
H: -5.61931 -0.57164 4.67057  0.3145
H: -3.01590 -2.28144 4.23019  0.2914
H: -3.66888 -0.11762 6.23239  0.3183
H: -2.11682 -0.19196 5.57351  0.4671
H: -2.74906 -1.62670 6.39087  0.3425
H: -2.20344 -0.84047 2.82023  0.1045
H: -3.09378 0.35313 3.31397  0.0528
C: 1.00626 -2.56099 0.61998  0.2108
O: 0.33186 -1.63943 -0.22024  -0.1378
C: 0.75535 -0.25660 -0.11452  -1.0396
C: -0.41115 0.70929 -0.39144  1.0317
C: 0.02401 2.13327 -0.39582  -0.6605
N: -1.58692 0.55793 0.45562  0.4119
H: 2.06180 -2.45041 0.86839  0.0461
H: 0.75349 -3.58538 0.34642  -0.5139
H: 0.55464 -2.43633 1.60416  0.3197
H: 0.97370 0.00743 0.92023  0.5640
H: 1.51162 0.05532 -0.83484  0.2277
H: -0.83724 0.44426 -1.35907  -0.3184
H: -0.75737 2.70449 -0.89706  0.3866
H: 0.98445 2.41792 -0.82549  -0.5334
H: 0.10012 2.56033 0.60414  0.1615
H: -1.47436 -0.39290 0.77711  0.0300
H: -2.45310 0.65762 -0.05417  -0.1850
C: 3.66426 4.62035 -1.31093  -0.5794
O: 4.60439 4.79507 -0.21801  -0.3488
C: 5.89152 5.22529 -0.55217  -0.6835
C: 6.88801 4.52266 0.41710  0.3270
C: 8.30513 4.75697 -0.04648  -1.3926
N: 6.88447 3.05405 0.48605  -0.6564
H: 2.75617 4.13982 -0.94683  0.0950
H: 4.15627 3.97013 -2.03429  0.3915
H: 3.31360 5.62921 -1.52851  0.3619
H: 6.04985 4.86356 -1.56813  0.3133
H: 6.06681 6.29966 -0.60790  0.3408
H: 6.85298 4.91717 1.43260  0.3059
H: 8.97488 4.75866 0.81348  0.3710
H: 8.35114 5.82733 -0.24728  0.3787
H: 8.75592 4.11592 -0.80406  0.3293
H: 6.95799 2.61552 -0.42081  0.2844
H: 6.01196 2.82686 0.94124  0.2561
C: 2.35152 2.11549 -3.48099  -0.0541
O: 1.63197 3.00249 -4.29746  -0.4467
C: 0.59944 3.73868 -3.65201  -0.4376
C: 0.31508 4.95698 -4.46907  0.3434
C: 1.44205 6.04961 -4.54201  -1.2275
N: -0.73723 5.56023 -3.69909  -0.7553
H: 3.35003 2.35351 -3.84762  0.2143
H: 2.09177 1.07593 -3.68085  0.3598
H: 2.30822 2.32333 -2.41186  -0.3746
H: -0.25740 3.08373 -3.49401  0.1589
H: 0.88546 4.04666 -2.64631  0.4776
H: 0.01879 4.64651 -5.47103  0.4201
H: 0.91753 7.00461 -4.57259  0.4126
H: 2.08589 5.72155 -5.35807  0.2931
H: 1.94581 6.25722 -3.59796  0.1456
H: -1.31715 4.88717 -3.21869  0.2329
H: -1.31698 5.92970 -4.43901  0.2879
C: -9.09613 3.82731 0.06643  -0.7587
O: -7.92717 3.15105 0.61242  -0.3011
C: -6.65598 3.83116 0.59934  -0.8994
C: -5.60444 2.68456 0.42506  0.6450
C: -5.64310 1.59607 1.49090  -1.2817
N: -4.31410 3.37640 0.35607  -0.6033
H: -9.04521 3.69075 -1.01379  0.2996
H: -9.11982 4.88245 0.33884  0.3033
H: -10.00762 3.36194 0.44156  0.2234
H: -6.58150 4.44956 -0.29516  0.4483
H: -6.58370 4.41414 1.51750  0.3712
H: -5.86471 2.19181 -0.51173  0.0935
H: -4.90218 0.80008 1.41653  0.2830
H: -6.50156 0.95226 1.29947  0.4308
H: -5.70098 2.03496 2.48696  0.3050
H: -4.12908 3.97759 1.14628  0.2672
H: -3.47722 2.81862 0.44892  0.1749
N: 0.02270 1.72496 -6.60583  -0.4679
C: -0.83949 1.03899 -5.85566  0.5963
N: -0.31516 0.34880 -4.84915  -0.3422
O: -2.02815 0.96163 -6.09127  -0.6977
H: 0.91403 1.94857 -6.18674  0.2963
H: -0.56342 2.26655 -7.22489  0.2465
H: 0.62349 0.53957 -4.52875  0.1727
H: -1.04093 0.00356 -4.23747  0.3148
N: -1.16971 2.96986 5.68281  -0.4187
C: -0.67352 2.79092 4.44785  0.7169
N: -1.45829 3.08525 3.47169  -0.2915
O: 0.43678 2.31699 4.32785  -0.6718
H: -0.63791 2.65801 6.48284  0.2180
H: -1.95498 3.55809 5.92248  0.1606
H: -2.38213 3.48120 3.57090  0.1637
H: -1.14021 2.69497 2.59613  0.0817
N: 4.97545 0.99218 -1.22290  -0.2888
C: 4.71623 -0.26518 -1.24679  0.7339
N: 4.20521 -0.67384 -0.13021  0.0658
O: 4.72665 -0.87340 -2.30487  -0.7241
H: 5.13273 1.42637 -2.12115  0.1883
H: 4.71806 1.49498 -0.38562  0.0746
H: 4.34634 -0.08529 0.67836  0.2048
H: 3.45095 -1.34093 -0.20879  -0.3036
N: -2.99232 -1.85573 -1.34945  -0.2097
C: -3.17852 -0.93866 -2.23139  0.5866
N: -4.27258 -0.31980 -1.95637  -0.3004
O: -2.36643 -0.80294 -3.12314  -0.7913
H: -3.77863 -2.03127 -0.74036  0.1240
H: -2.06406 -2.22274 -1.19538  0.0805
H: -4.61640 0.36103 -2.61846  0.2145
H: -4.85034 -0.68599 -1.21328  0.1078
N: 4.64221 -2.96534 4.33489  -0.4830
C: 4.09368 -3.18523 3.16609  0.6516
N: 3.36141 -4.27088 3.23189  -0.2866
O: 4.32861 -2.50640 2.24453  -0.5144
H: 4.46166 -3.72484 4.97572  0.1028
H: 5.23217 -2.15655 4.46875  0.2268
H: 3.43073 -4.81262 4.08148  0.2130
H: 3.36689 -4.78304 2.36139  0.2599
N: 3.61290 -5.89792 -1.44947  -0.3843
C: 3.86317 -5.31165 -0.35051  0.9244
N: 3.95801 -4.09476 -0.66680  -0.2274
O: 3.60316 -5.76915 0.74857  -0.7847
H: 3.37899 -6.88017 -1.42531  0.1161
H: 3.71863 -5.36658 -2.30188  0.1159
H: 4.05977 -3.77659 -1.61996  0.1857
H: 3.78077 -3.49226 0.12420  -0.2070